1.
The following is a DFT calculation (ωB97M-V/def2-TZVPD) of FH3S as an isolated structure in a non-equilibrium geometry.

Net charge: 0
Multiplicity: 1
Orbital gap, eV: 10.030
ΔE to the lowest compared entry with this formula, charge and spin, eV: 1.168

```
5
Properties=species:S:1:pos:R:3:mulliken_charge:R:1
H -0.181 -1.687 -0.964 0.13
H 0.847 -0.807 0.435 0.14
H -0.484 1.420 0.795 0.41
F 0.044 1.590 0.046 -0.35
S -0.226 -0.516 -0.312 -0.33
```


2.
The following is a DFT calculation (ωB97M-V/def2-TZVPD) of C23H41ClP2Tb as an isolated structure in a non-equilibrium geometry.

<S²>: 13.001
Net charge: +1
Multiplicity: 7
Orbital gap (spin up / spin down), eV: 5.282 / 5.717

```
68
Properties=species:S:1:pos:R:3:mulliken_charge:R:1
Tb -0.155 1.013 -0.076 -1.00
C -0.944 -1.488 2.632 0.82
C 0.329 -1.712 2.024 0.37
C 0.561 -0.036 3.591 0.35
C -0.802 -0.414 3.551 0.74
C 1.267 -0.831 2.644 0.66
C -2.172 -2.289 2.455 -1.91
H -2.089 -2.987 1.616 0.59
H -3.046 -1.641 2.294 0.36
H -2.382 -2.893 3.354 0.35
C -1.878 0.213 4.346 -1.63
H -2.840 -0.274 4.155 0.40
H -1.971 1.279 4.088 0.27
H -1.667 0.151 5.424 0.38
C 1.130 1.001 4.474 -1.44
H 0.722 0.910 5.490 0.37
H 0.887 2.004 4.100 0.17
H 2.219 0.910 4.533 0.42
C 2.729 -0.841 2.434 -1.08
H 3.173 -1.777 2.812 0.29
H 3.203 -0.004 2.960 0.31
H 2.996 -0.751 1.365 -0.23
C 0.660 -2.774 1.050 -1.32
H 1.011 -3.683 1.570 0.43
H 1.459 -2.466 0.359 0.15
H -0.212 -3.060 0.444 0.26
C -1.718 1.464 -1.661 0.12
C -2.069 0.397 -2.734 -0.32
C -1.061 -0.466 -3.498 -1.05
C 0.431 -0.379 -3.197 -1.24
C 0.837 -0.362 -1.670 1.54
C 1.725 0.924 -1.405 -1.56
C 1.067 2.341 -1.526 -0.56
C -0.367 2.414 -2.103 -1.58
H -1.193 -0.202 -4.561 0.38
H 0.877 0.482 -3.716 0.42
H -1.366 -1.522 -3.449 0.24
H -0.321 2.284 -3.191 0.42
H -2.441 2.298 -1.761 0.70
H -2.754 0.850 -3.470 0.73
H -0.721 3.438 -1.917 0.63
H 1.111 2.893 -0.553 0.23
H 2.409 0.880 -2.267 1.00
H 1.698 2.936 -2.189 0.66
H 0.925 -1.256 -3.645 0.54
H 1.550 -1.191 -1.535 0.91
P -3.277 -0.467 -1.609 0.79
C -5.003 -0.115 -1.637 -1.26
C -2.769 -2.129 -1.224 -0.68
P 3.636 0.814 -0.463 0.51
C -2.354 0.633 -0.493 -0.58
C 4.638 -0.169 -1.630 -1.23
C 4.183 2.506 -0.863 -1.19
H -5.256 0.602 -0.837 0.37
H -5.573 -1.045 -1.465 0.43
H -5.276 0.307 -2.618 0.42
H -1.892 -2.459 -1.799 0.29
H -3.603 -2.816 -1.444 0.50
H -2.526 -2.191 -0.150 -0.36
H 3.751 2.864 -1.806 0.36
H 5.278 2.509 -0.923 0.47
H 3.875 3.170 -0.045 0.33
H -2.866 1.210 0.296 0.40
H -0.042 -0.758 -1.045 -0.52
H 5.305 -0.778 -0.999 0.38
H 5.245 0.481 -2.275 0.41
H 4.021 -0.847 -2.232 0.35
Cl -0.300 2.896 1.623 -0.49
```


3.
The following is a DFT calculation (ωB97M-V/def2-TZVPD) of a 2-piece molecular cluster, CH3BrN2 overall in a non-equilibrium geometry.

Net charge: 0
Multiplicity: 1
Orbital gap, eV: 9.691
ΔE to the lowest compared entry with this formula, charge and spin, eV: 0.262

```
7
Properties=species:S:1:pos:R:3:mulliken_charge:R:1
C -1.080 -0.268 1.420 -0.38
N -0.313 -0.081 0.428 0.36
N 0.391 0.132 -0.412 -0.51
Br 2.331 0.615 -3.040 -0.30
H -1.739 0.638 1.735 0.21
H -1.096 -1.278 1.743 0.25
H 1.506 0.241 -1.875 0.36
```


Number 1: molecular weight 54.1 g mol⁻¹, E_tot -499.79694 Eh. Number 2: molecular weight 573.9 g mol⁻¹, E_tot -2867.81799 Eh. Number 3: molecular weight 123.0 g mol⁻¹, E_tot -2723.34777 Eh.